1.
The following is a quantum chemistry calculation of a structure of composition C26H26F6N2O3Tc, from OMol25.

Element x y z (Å)
1 Tc -0.115324 0.579106 0.035886
2 O -1.902164 0.024444 -0.617104
3 C -2.605341 0.476988 -1.629152
4 C -3.912110 -0.017058 -1.786740
5 C -4.703784 0.402635 -2.825701
6 C -4.241723 1.333183 -3.771559
7 C -2.968757 1.819368 -3.635977
8 C -2.133198 1.412285 -2.574801
9 C -0.809641 1.969774 -2.539951
10 N 0.091896 1.758153 -1.657945
11 C 1.417545 2.407247 -1.815197
12 C 2.389301 1.877432 -0.754139
13 N 1.593099 1.657632 0.451014
14 C 1.820297 2.292136 1.546211
15 C 0.867028 2.472265 2.597763
16 C 1.318955 2.902780 3.862226
17 C 0.436562 3.241297 4.850590
18 C -0.939633 3.204796 4.560180
19 C -1.406726 2.831988 3.325418
20 C -0.519823 2.425486 2.308957
21 O -1.005877 2.077611 1.142135
22 H -4.262611 -0.739473 -1.061807
23 H -5.706261 0.001482 -2.916545
24 H -4.874221 1.652716 -4.587445
25 H -2.579557 2.533551 -4.353893
26 H -0.550498 2.634460 -3.367434
27 H 1.282930 3.483174 -1.691768
28 H 1.806576 2.209878 -2.814247
29 H 3.176009 2.610265 -0.568382
30 H 2.823190 0.931789 -1.072169
31 H 2.783434 2.798433 1.639364
32 H 2.387417 2.950532 4.044369
33 H 0.786794 3.544566 5.827045
34 H -1.650744 3.484101 5.328565
35 H -2.465124 2.815393 3.099502
36 C -2.166878 -1.172570 2.472119
37 C -0.664133 -1.416418 2.371945
38 O -0.001840 -0.406127 1.710693
39 C -0.045097 -1.428311 3.791848
40 F 1.283432 -1.557456 3.774873
41 F -0.534896 -2.418126 4.555230
42 F -0.320277 -0.275097 4.418229
43 C -0.421326 -2.763220 1.653802
44 F 0.876182 -3.066760 1.554957
45 F -1.026106 -3.785986 2.276734
46 F -0.920235 -2.707525 0.412842
47 H -2.332984 -0.232174 2.993513
48 H -2.673118 -1.977427 3.003636
49 H -2.573583 -1.088012 1.465835
50 C 1.299136 -3.815609 -2.752683
51 C 2.293338 -2.759896 -2.248777
52 C 3.080152 -2.186652 -3.432848
53 C 3.254076 -3.407200 -1.242066
54 C 1.547762 -1.678536 -1.578874
55 C 0.933279 -0.827233 -0.967107
56 H 1.844134 -4.650063 -3.200307
57 H 0.630627 -3.392313 -3.504250
58 H 0.689978 -4.195920 -1.931904
59 H 3.598322 -2.990378 -3.962324
60 H 3.827237 -1.466916 -3.092151
61 H 2.411761 -1.686504 -4.135717
62 H 3.736720 -4.275461 -1.696986
63 H 2.718118 -3.731872 -0.350198
64 H 4.028301 -2.700655 -0.937335

Cartesian forces, eV/Å:
-0.4 -0.2 0.4
0.0 0.1 -0.1
0.2 -0.2 0.3
-0.1 0.0 -0.1
-0.1 0.0 -0.1
0.0 -0.1 0.1
0.0 0.0 0.0
0.1 0.2 -0.1
0.0 0.1 -0.2
0.3 0.2 0.0
-0.2 -0.1 0.0
-0.1 0.0 0.2
0.2 0.0 -0.1
0.1 0.1 -0.1
0.2 0.0 0.1
0.0 0.0 -0.1
-0.2 0.0 0.0
0.0 0.0 0.1
0.0 0.0 0.1
-0.3 -0.1 -0.3
0.2 0.1 0.2
0.0 0.0 0.0
0.0 0.0 0.0
0.0 0.0 0.0
0.0 0.0 0.0
-0.1 0.0 0.0
0.0 0.0 0.0
0.0 0.0 0.0
0.1 0.0 0.0
0.0 0.0 0.0
0.0 0.0 0.0
0.0 0.0 0.0
0.0 0.0 0.0
0.0 0.0 0.0
0.0 0.0 0.0
-0.1 0.0 0.0
0.1 0.2 0.0
0.0 -0.1 -0.1
-0.1 0.0 -0.1
0.1 0.0 0.0
-0.1 -0.1 0.1
0.0 0.1 0.0
0.1 0.2 0.0
0.1 0.0 0.0
-0.1 -0.1 0.1
-0.1 0.0 0.0
0.0 0.0 0.0
0.0 0.0 0.0
0.0 0.0 0.0
0.0 0.0 0.0
-0.1 0.0 0.1
0.0 0.0 0.0
0.0 0.0 0.0
0.1 0.0 0.0
0.0 -0.1 -0.2
0.0 0.0 0.0
0.0 0.0 0.0
0.0 0.0 0.0
0.0 0.0 0.0
0.0 0.0 0.0
0.0 0.0 0.0
0.0 0.0 0.0
0.0 0.0 0.0
0.0 0.0 0.0

The electronic energy comes out at -55011.0622 eV. As for the spin multiplicity: 4. The value obtained for the orbital gap (spin up / spin down) is 7.804 / 7.237 eV.

---

2.
The following is a quantum chemistry calculation of the molecule C26H26N2O3 at a distorted geometry, from OMol25.

Element x y z (Å)
1 C -4.309465 1.793437 2.659590
2 C -3.005438 2.531570 2.589655
3 O -2.044492 1.494987 2.128697
4 C -0.814255 2.040949 1.970572
5 O -0.549799 3.162068 2.325444
6 N 0.125829 1.166750 1.294565
7 C 1.455290 1.528759 1.702002
8 C 2.386580 0.487952 2.193585
9 O 1.861160 2.690003 1.656936
10 C -0.290150 0.160254 0.237297
11 C 0.913039 -0.408016 -0.512130
12 C 1.784800 0.527587 -1.058785
13 C 2.988018 0.173635 -1.640662
14 C 3.255954 -1.180235 -1.917859
15 N 4.381075 -1.540481 -2.663976
16 C 5.720004 -1.337318 -2.143733
17 C 4.299878 -2.531555 -3.723215
18 C 2.354770 -2.150097 -1.413730
19 C 1.222418 -1.771422 -0.702131
20 C -1.223215 -0.863404 0.882525
21 C -0.891121 -1.942584 1.667178
22 C -1.924687 -2.658591 2.301293
23 C -3.269167 -2.371291 2.050598
24 C -3.605649 -1.366432 1.135707
25 C -2.572170 -0.632148 0.562381
26 C -2.643257 0.437482 -0.434460
27 C -3.750342 1.009579 -1.060107
28 C -3.520065 1.952533 -2.077298
29 C -2.222576 2.276373 -2.454902
30 C -1.104588 1.687278 -1.817996
31 C -1.322618 0.822844 -0.757318
32 H -5.081192 2.439885 3.061360
33 H -4.608272 1.488946 1.658427
34 H -4.213982 0.901780 3.277150
35 H -3.000467 3.336765 1.841088
36 H -2.668134 2.956313 3.557185
37 H 1.929559 -0.480006 2.401939
38 H 3.245594 0.415758 1.494686
39 H 2.834545 0.882831 3.123006
40 H 1.481935 1.564148 -1.064841
41 H 3.702034 0.954821 -1.927721
42 H 5.716786 -0.534263 -1.402843
43 H 6.096097 -2.256558 -1.664119
44 H 6.405566 -1.076745 -2.962614
45 H 3.344127 -2.437644 -4.249078
46 H 5.115326 -2.354854 -4.436317
47 H 4.389437 -3.554382 -3.331492
48 H 2.575619 -3.213566 -1.588565
49 H 0.560076 -2.555686 -0.314526
50 H 0.135869 -2.264930 1.778968
51 H -1.668732 -3.442596 3.026472
52 H -4.052083 -2.901088 2.594650
53 H -4.649368 -1.118075 0.935964
54 H -4.758691 0.757807 -0.739347
55 H -4.357097 2.443431 -2.558478
56 H -2.044514 2.991584 -3.266050
57 H -0.115775 1.865886 -2.224645

Cartesian forces, eV/Å:
-0.1 0.1 -0.1
0.6 -0.5 -0.1
0.6 1.3 0.4
0.0 0.1 -1.1
-0.2 -0.8 0.1
-0.8 1.1 0.9
1.2 2.2 -1.2
1.0 -0.5 0.5
-0.9 -2.1 0.0
-1.1 -0.4 -0.3
0.2 -0.3 0.1
0.2 0.1 0.1
0.1 -0.3 -0.4
-0.4 -0.2 0.8
0.5 0.3 -0.7
-0.2 0.0 0.0
-0.3 0.1 0.5
0.4 0.3 -0.5
-0.6 0.3 0.3
-0.3 -0.6 -0.4
-0.5 -0.2 0.5
0.0 -0.2 0.1
0.3 0.3 0.1
0.4 0.1 0.2
-0.1 -0.2 0.3
0.2 0.4 -0.3
0.7 0.2 -0.1
0.1 -0.1 0.5
0.5 -0.2 0.0
-0.7 0.1 -0.1
0.0 0.2 0.2
-0.2 0.1 0.1
-0.1 -0.1 0.0
0.0 0.0 0.1
0.0 -0.2 0.3
-0.2 -0.4 -0.6
0.1 0.0 -0.2
-0.6 -0.2 0.2
-0.3 -0.2 -0.3
0.4 0.2 0.5
-0.4 -0.4 -0.2
0.1 -0.1 -0.1
0.1 0.1 0.0
-0.1 0.0 0.2
0.2 0.0 0.1
-0.2 -0.1 0.1
0.0 -0.1 -0.2
-0.2 0.6 0.1
0.3 0.4 -0.2
0.0 0.2 0.4
-0.1 0.3 -0.5
0.2 0.0 -0.2
0.3 -0.2 -0.1
0.1 -0.1 -0.2
0.0 -0.1 0.0
-0.1 -0.3 0.3
-0.1 0.2 0.2

The electronic energy comes out at -36506.1271 eV. The value obtained for the orbital gap is 8.492 eV.

---

3.
The following is a quantum chemistry calculation of a structure of composition C26H26N2OPRu, from OMol25.

Element x y z (Å)
1 Ru 0.269182 -0.046122 0.140667
2 C 2.232935 5.056023 -1.161661
3 C 1.619323 4.330727 -2.177093
4 C 1.638291 2.944548 -2.147897
5 C 2.274286 2.276292 -1.097136
6 C 2.886131 3.007901 -0.080107
7 C 2.868319 4.396334 -0.119212
8 P 2.120284 0.479890 -0.998328
9 C 2.415848 -0.122715 -2.663821
10 C 1.674994 -1.162188 -3.221347
11 C 1.986312 -1.638547 -4.485259
12 C 3.041782 -1.084690 -5.195571
13 C 3.784605 -0.046304 -4.647342
14 C 3.473005 0.438551 -3.388067
15 C 3.453241 -0.072477 0.094579
16 C 4.794415 -0.244975 -0.206478
17 C 5.688333 -0.571488 0.816772
18 C 5.250121 -0.707437 2.122209
19 C 3.889915 -0.541074 2.438398
20 C 3.377170 -0.649580 3.754211
21 C 2.016747 -0.456104 4.010196
22 C 1.136435 -0.182173 2.980437
23 C 1.564576 -0.118033 1.626747
24 C 2.985358 -0.246572 1.398667
25 H 2.226353 6.137277 -1.191763
26 H 1.141445 4.846050 -2.999607
27 H 1.185580 2.383246 -2.958101
28 H 3.392164 2.502711 0.733389
29 H 3.360409 4.962625 0.660131
30 H 0.850132 -1.610214 -2.682908
31 H 1.406387 -2.444053 -4.914675
32 H 3.283896 -1.459362 -6.180847
33 H 4.602733 0.390363 -5.203791
34 H 4.045678 1.262042 -2.977609
35 H 5.154562 -0.132361 -1.221497
36 H 6.735282 -0.711820 0.585297
37 H 5.955213 -0.950846 2.907225
38 H 4.052776 -0.870453 4.571592
39 H 1.653737 -0.533332 5.026327
40 H 0.084733 -0.055712 3.219051
41 N -0.306187 2.010028 0.526951
42 C -1.729466 2.171386 0.932550
43 C -2.683409 1.868917 -0.210716
44 C -2.730843 0.418177 -0.660277
45 N -1.453181 -0.007958 -1.298129
46 H 0.298157 2.390003 1.251645
47 H -0.121641 2.594723 -0.287922
48 H -1.892864 3.188840 1.289423
49 H -1.919354 1.501192 1.776133
50 H -2.454371 2.517028 -1.064994
51 H -3.687284 2.150963 0.109538
52 H -3.558343 0.278690 -1.356752
53 H -2.914586 -0.240214 0.192800
54 H -1.264847 0.604655 -2.088710
55 H -1.589802 -0.924828 -1.714233
56 O 0.973234 -2.969913 -0.277217
57 C 0.683004 -1.886062 -0.133090

Cartesian forces, eV/Å:
0.0 0.0 0.0
0.0 0.0 0.0
0.0 0.0 0.0
0.0 0.0 0.0
0.0 0.0 0.0
0.0 0.0 0.0
0.0 0.0 0.0
-0.1 0.0 -0.1
0.1 0.0 0.0
0.0 0.0 0.0
0.0 0.0 0.0
0.0 0.0 0.0
0.0 0.0 0.0
0.0 0.0 0.0
0.0 0.0 0.0
0.1 0.0 0.0
0.0 0.0 0.0
0.0 0.0 0.0
0.0 0.0 0.0
0.0 0.0 0.0
0.0 0.0 0.0
0.0 0.0 0.0
0.0 0.0 0.2
0.0 0.0 0.0
0.0 0.0 0.0
0.0 0.0 0.0
0.0 0.0 0.0
0.0 0.0 0.0
0.0 0.0 0.0
0.0 0.0 0.0
0.0 0.0 0.0
0.0 0.0 0.0
0.0 0.0 0.0
0.0 0.0 0.0
0.0 0.0 0.0
0.0 0.0 0.0
0.0 0.0 0.0
0.0 0.0 0.0
0.0 0.0 0.0
0.0 0.0 0.0
0.0 0.0 0.0
0.0 0.0 0.0
0.0 0.0 0.0
0.0 0.0 0.0
0.0 0.0 0.0
0.0 0.0 0.0
0.0 0.0 0.0
0.0 0.0 0.0
0.0 0.0 0.0
0.0 0.0 0.0
0.0 0.0 0.0
0.0 0.0 0.0
0.0 0.0 0.0
0.0 0.0 0.0
0.0 0.0 0.0
0.0 0.0 0.0
0.1 0.0 -0.1

The electronic energy comes out at -44270.0388 eV. Its charge is +2. As for the spin multiplicity: 2. The value obtained for the orbital gap (spin up / spin down) is 7.784 / 6.052 eV.